a:
# C8H16N

C8H16N as an isolated structure (the ωB97M-V functional and the def2-TZVPD basis, OMol25).

```
25
Properties=species:S:1:pos:R:3
N -1.220 -0.340 -0.206
C -1.155 -1.852 -0.133
C 1.764 0.280 -1.701
C 1.529 -0.043 -0.439
C 2.361 -0.552 0.607
C -0.230 1.833 0.317
C 3.622 -0.117 0.646
C -2.601 0.025 0.219
C -0.196 0.367 0.512
H -1.622 -2.323 -1.154
H 2.609 -0.050 -2.229
H 4.263 -0.628 1.333
H -1.651 -2.073 0.825
H -0.133 0.051 1.479
H 1.155 0.821 -2.457
H 0.631 2.232 0.610
H -2.761 0.892 -0.309
H -1.114 2.400 0.619
H 2.097 -1.450 1.112
H -2.393 0.134 1.344
H -0.922 -0.177 -1.123
H -3.422 -0.634 -0.077
H -0.045 -2.080 -0.114
H -0.328 2.063 -0.714
H 4.095 0.632 0.038
```

- Multiplicity: 3
- Total charge: +1
- HOMO level (spin up / spin down): -9.05 / -14.00 eV
- HOMO-LUMO gap (spin up / spin down): 6.33 / 7.85 eV



b:
# C8H16N

A 2-piece molecular cluster, C8H16N overall (the ωB97M-V functional and the def2-TZVPD basis, OMol25).

```
25
Properties=species:S:1:pos:R:3
N 0.941 -1.261 -1.518
C 2.904 0.246 -0.682
C 1.252 -1.217 0.674
C 1.005 -1.607 1.858
C -1.393 0.671 -1.346
C -1.184 1.945 0.907
C 1.710 -0.807 -0.495
C -2.284 -0.383 0.879
C -1.631 0.708 0.158
H 1.756 -2.309 2.215
H 3.778 -0.214 -1.148
H 0.189 -1.244 2.444
H 1.140 -0.910 -2.455
H -2.673 -1.222 0.311
H 2.616 1.020 -1.324
H -0.414 2.529 0.415
H 0.939 -2.260 -1.663
H -0.896 1.498 -1.816
H -1.134 -0.374 -1.751
H -2.983 0.244 1.509
H -2.144 2.418 0.981
H 2.982 0.680 0.287
H -1.381 -0.636 1.470
H -0.667 1.855 1.875
H -2.429 0.629 -1.784
```

- Multiplicity: 3
- Total charge: +1
- HOMO level (spin up / spin down): -9.56 / -14.51 eV
- HOMO-LUMO gap (spin up / spin down): 5.80 / 7.28 eV



b takes first place; second place is 0.0704 hartree up.